The following is a DFT calculation (ωB97M-V/def2-TZVPD) of 2 unconnected molecules or ions with the total composition C4H9NO.

Structure (XYZ):
```
15
C4H9NO ωB97M-V/def2-TZVPD
C 1.605 -0.096 1.102
C -0.200 0.150 -1.066
C -0.210 -1.320 -1.347
N -1.194 0.506 -0.254
C -1.289 1.802 0.313
O -0.425 2.625 0.278
H 2.574 -0.589 1.036
H 0.864 -0.816 1.467
H 1.659 0.743 1.797
H 1.336 0.308 0.117
H -0.652 -1.457 -2.343
H -0.758 -1.957 -0.631
H 0.819 -1.684 -1.423
H -1.874 -0.162 0.120
H -2.255 1.947 0.833
```

Summary:
- Largest force on an atom: 0.6 eV/A
- Calculated total energy: -7828.9505 eV
- Spin multiplicity: 1
- Total charge: 0
- LUMO: 0.4 eV
- HOMO energy: -8.54 eV
- Orbital gap: 8.93 eV
- Energy above the lowest of the compared OMol25 structures with the same formula, charge and spin: 77.7 kcal per mole